Formula: C10H24P
Source: the Open Molecules 2025 dataset
Level of theory: ωB97M-V/def2-TZVPD

* energy above the lowest of the compared OMol25 structures with the same formula, charge and spin: 0.00 kJ/mol
* HOMO: -14.54 eV
* net charge: +1

Each line ends with the Löwdin charge.
Cartesian coordinates (Å):
C  2.9504  1.7442  -0.0669  -0.067
C  2.9762  -0.6689  -0.9714  -0.078
C  -2.3602  0.7128  1.2361  -0.141
C  -1.1799  1.8420  -0.5581  -0.026
C  -2.7911  -0.1191  -1.0125  -0.074
C  -0.8583  -1.7087  1.7792  -0.193
C  -0.1552  -2.0058  -0.9333  -0.180
C  1.1602  0.0810  0.7500  -0.259
C  2.0437  0.4975  -0.4897  -0.446
C  -1.7874  0.4600  -0.1064  -0.649
P  -0.4260  -0.7403  0.2965  0.971
H  3.5776  2.0116  -0.9477  0.092
H  3.5520  1.5979  0.8241  0.080
H  2.3775  2.6478  0.0673  0.064
H  3.6558  -0.9493  -0.0959  0.107
H  3.5875  -0.2423  -1.8172  0.093
H  2.5043  -1.5958  -1.4313  0.070
H  -1.6995  1.1724  1.9789  0.099
H  -2.9389  -0.1285  1.7594  0.115
H  -3.0869  1.5152  1.1505  0.099
H  -1.0576  2.0331  -1.5900  0.079
H  -0.1292  1.8886  -0.1928  0.058
H  -1.7533  2.6622  -0.2441  0.077
H  -2.4167  -0.4357  -1.9388  0.075
H  -3.3197  -0.8809  -0.5233  0.072
H  -3.6554  0.5894  -1.1801  0.136
H  -0.5640  -1.2802  2.7823  0.095
H  -0.2997  -2.6208  1.7036  0.035
H  -1.9480  -2.1489  1.6231  0.116
H  0.3040  -1.6497  -1.7910  0.024
H  -1.0218  -2.6134  -1.0326  0.052
H  0.6328  -2.8495  -0.5827  0.137
H  1.8197  -0.7169  1.2798  0.131
H  0.8651  0.9262  1.5183  0.139
H  1.4421  0.9731  -1.2434  0.098



Formula: C6H8N2
Source: the Open Molecules 2025 dataset
Level of theory: ωB97M-V/def2-TZVPD

* SMILES string: C1=NN=CC12CCC2
* energy above the lowest of the compared OMol25 structures with the same formula, charge and spin: 393.11 kJ/mol
* HOMO: -9.80 eV
* net charge: 0

Each line ends with the Löwdin charge.
Cartesian coordinates (Å):
C  1.4130  0.0300  -0.8352  -0.204
C  0.7004  -1.1396  -0.1416  -0.073
C  -0.3794  -0.0550  0.2624  -0.438
C  0.7089  1.0988  -0.0037  -0.092
C  -1.0162  -0.1905  1.5029  -0.084
C  -1.5220  0.2410  -0.6328  -0.107
H  2.5604  0.3307  -0.8763  0.143
H  1.0634  0.2624  -1.8374  0.098
H  1.2161  -1.5645  0.7495  0.113
H  0.6532  -2.0887  -0.7844  0.134
H  1.2864  1.2801  0.8806  0.105
H  0.4477  2.0074  -0.3505  0.072
H  -0.4788  -0.7269  2.3157  0.131
H  -1.7125  0.7619  -1.5798  0.133
N  -2.3422  -0.4123  1.2929  0.060
N  -2.5985  0.1653  0.0376  0.011



Formula: CH3O3
Source: the Open Molecules 2025 dataset
Level of theory: ωB97M-V/def2-TZVPD

* energy above the lowest of the compared OMol25 structures with the same formula, charge and spin: 17.80 kJ/mol
* HOMO: -4.27 eV
* net charge: -1

Each line ends with the Löwdin charge.
Cartesian coordinates (Å):
O  1.3785  -0.7104  -1.5708  -0.125
H  0.5560  -0.3455  -1.1752  -0.012
O  -0.5228  0.8368  2.1350  -0.114
C  -0.8187  0.6457  0.9550  -0.673
O  -0.6582  -0.3842  0.2315  -0.170
H  -1.4029  1.4673  0.4689  0.083
H  1.4681  -1.5097  -1.0443  0.010



Formula: CH2INO2S
Source: the Open Molecules 2025 dataset
Level of theory: ωB97M-V/def2-TZVPD

* energy above the lowest of the compared OMol25 structures with the same formula, charge and spin: 67.34 kJ/mol
* HOMO: -9.68 eV
* net charge: 0

Each line ends with the Löwdin charge.
Cartesian coordinates (Å):
C  0.7820  -1.4121  0.1967  -0.057
N  0.6694  -0.4695  1.0300  -0.113
O  0.3506  0.7052  0.6413  -0.485
O  -1.9085  0.5905  -0.5413  -0.498
S  -0.6141  1.1105  -0.7477  0.452
I  -0.5376  3.4749  -0.2546  0.521
H  0.9923  -2.4511  0.5276  0.076
H  0.2660  -1.5484  -0.8519  0.103



Formula: C18H51N7O3P3
Source: the Open Molecules 2025 dataset
Level of theory: ωB97M-V/def2-TZVPD

* HOMO: -3.32 eV
* net charge: -1

Each line ends with the Löwdin charge.
Cartesian coordinates (Å):
C  8.5827  1.2225  2.7505  -0.044
C  7.3254  1.3691  2.0915  -0.168
C  5.9968  1.4963  1.0895  -0.428
P  4.4337  1.9525  2.0895  0.245
C  3.6662  0.2112  1.9540  -0.345
C  2.1347  0.1814  1.3259  -0.362
O  2.0509  0.7578  -0.0452  -0.166
C  0.9920  0.7610  2.3598  -0.256
N  0.5183  2.1654  2.0593  -0.056
H  9.6517  0.7737  3.0347  0.009
H  6.1999  2.4129  0.3533  0.071
H  5.8937  0.5539  0.4010  0.061
H  3.8451  2.4236  0.8538  -0.039
H  3.2993  2.3767  2.8831  -0.070
H  5.1459  1.5276  3.2970  -0.056
H  5.0265  3.2811  2.2915  -0.066
H  4.3119  -0.5813  1.3796  0.068
H  3.5685  -0.2033  3.0693  0.085
H  1.8810  -0.9768  1.1845  0.122
H  1.0900  0.9415  -0.2964  0.094
H  1.3556  0.6177  3.4643  0.109
H  0.0468  0.0436  2.2348  0.103
H  1.2891  2.8688  2.0625  0.052
H  -0.1290  2.4250  2.8570  0.060
O  -2.4427  -0.8418  5.3822  -0.295
P  -3.8213  -1.1561  4.7511  0.775
N  -3.1275  -2.1062  3.4986  -0.313
C  -3.5933  -2.2312  2.1211  -0.134
C  -2.7241  -3.4403  3.9546  -0.149
N  -3.9740  0.4939  4.2161  -0.347
C  -3.4663  0.9427  2.9229  -0.131
C  -3.5250  1.4913  5.2110  -0.155
N  -5.4061  -1.5174  4.0257  -0.296
C  -6.3398  -0.5167  3.5061  -0.129
C  -6.1514  -2.3298  5.0058  -0.159
H  -4.5038  -2.8346  2.0348  0.075
H  -2.8245  -2.7086  1.5032  0.088
H  -3.7834  -1.2849  1.6392  0.047
H  -3.5979  -4.0893  4.0831  0.065
H  -2.1991  -3.3882  4.9119  0.071
H  -2.0367  -3.9199  3.2476  0.082
H  -2.4213  0.6551  2.7691  0.079
H  -3.5401  2.0330  2.8213  0.087
H  -4.0715  0.5745  2.0953  0.045
H  -2.4320  1.6086  5.2012  0.077
H  -3.8291  1.2061  6.2231  0.067
H  -3.9667  2.4728  5.0098  0.075
H  -6.5257  0.2962  4.2149  0.087
H  -7.3116  -0.9698  3.2704  0.083
H  -5.9972  -0.1090  2.5530  0.068
H  -6.4387  -1.7260  5.8759  0.079
H  -5.5358  -3.1605  5.3635  0.070
H  -7.0533  -2.7704  4.5672  0.079
O  0.1802  1.8763  -4.3611  -0.295
P  0.9749  0.9896  -5.3508  0.777
N  -0.3826  -0.0123  -5.6772  -0.317
C  -0.3785  -1.4446  -5.9575  -0.140
C  -1.3470  0.6161  -6.5857  -0.154
N  1.8961  0.3147  -4.0363  -0.341
C  1.4553  -0.8692  -3.3044  -0.135
C  2.3061  1.3068  -3.0194  -0.144
N  1.8886  -0.0298  -6.4885  -0.297
C  3.0799  -0.8093  -6.1475  -0.127
C  2.2501  0.8249  -7.6352  -0.161
H  -0.0011  -1.6793  -6.9590  0.075
H  -1.3955  -1.8469  -5.8884  0.083
H  0.1939  -2.0241  -5.2501  0.045
H  -0.9775  0.6018  -7.6175  0.065
H  -1.5307  1.6571  -6.3078  0.069
H  -2.3192  0.1097  -6.5584  0.077
H  0.4231  -0.7742  -2.9521  0.091
H  2.0972  -1.0639  -2.4357  0.088
H  1.5563  -1.7778  -3.8967  0.041
H  1.4915  1.5226  -2.3135  0.064
H  2.6128  2.2484  -3.4855  0.072
H  3.1613  0.9443  -2.4396  0.082
H  3.8349  -0.2183  -5.6197  0.091
H  3.5574  -1.2137  -7.0497  0.082
H  2.8231  -1.6941  -5.5620  0.068
H  3.0057  1.5666  -7.3467  0.080
H  1.3732  1.3660  -8.0025  0.068
H  2.6341  0.2369  -8.4759  0.078